8 unconnected molecules or ions with the total composition C55H115F6N6O6P in a non-equilibrium geometry. Source: the Open Molecules 2025 dataset; level of theory: ωB97M-V with the def2-TZVPD basis set.

The geometry in XYZ format:
```
189
Properties=species:S:1:pos:R:3:forces:R:3
O 1.18491 -2.52443 2.15575 0.0 -0.1 0.7
C 0.70233 -1.94985 1.05807 -0.1 0.8 -4.4
O -0.25602 -1.15710 1.16880 -1.0 0.5 1.5
O 1.20559 -2.16065 -0.05199 1.1 -1.1 -0.5
H 0.60017 -1.92239 2.62184 -0.2 -0.2 2.6
C -6.15413 2.27951 -4.05470 0.3 0.1 -0.6
C -7.41478 2.45503 -3.21986 -0.7 1.0 -0.5
C -7.97074 3.89571 -3.28635 -1.4 1.1 -0.5
C -9.50065 4.05280 -2.90041 1.0 0.8 0.8
N -10.14214 5.46105 -3.25432 1.7 0.5 0.5
C -11.57782 5.56393 -2.67420 1.0 -0.7 -1.7
C -12.20853 6.63967 -3.55600 0.3 0.9 1.5
C -11.32897 6.77152 -4.82344 -2.2 0.9 -1.0
C -10.26679 5.76887 -4.75427 1.2 -2.2 0.2
C -9.29532 6.67787 -2.68889 0.2 -1.1 0.7
H -5.83135 1.24581 -4.17869 -0.2 -0.1 0.4
H -5.26543 2.85612 -3.79811 -0.2 0.1 0.6
H -6.38832 2.60998 -5.06665 -0.1 0.0 -0.2
H -7.33811 2.26741 -2.14886 0.3 -0.6 -0.1
H -8.16665 1.82110 -3.68988 -0.1 -0.3 0.4
H -8.02615 4.37728 -4.26262 0.8 -0.7 -0.7
H -7.29475 4.55726 -2.74459 -0.3 0.1 0.5
H -9.64921 3.91608 -1.82926 -0.1 0.3 0.1
H -10.11166 3.27033 -3.35042 0.0 0.3 -0.5
H -11.43575 5.71571 -1.60421 -0.5 0.1 -0.2
H -12.12282 4.65234 -2.91932 0.6 -0.5 0.5
H -12.24310 7.48898 -2.87366 -0.2 0.7 -0.8
H -13.23300 6.37568 -3.81841 0.2 0.1 0.1
H -10.95046 7.73769 -5.15711 0.0 0.3 0.9
H -12.05401 6.56356 -5.61032 0.4 -0.3 -0.4
H -9.32581 6.03978 -5.23308 0.2 0.6 0.7
H -10.42183 4.82264 -5.27265 -0.8 -0.2 0.3
H -8.28534 6.69167 -3.09859 -0.3 -0.3 -0.5
H -9.11421 6.58701 -1.61789 -0.5 -0.5 0.1
H -9.73869 7.66635 -2.80902 -0.5 -0.4 -0.6
C -0.91291 -10.05523 4.71308 -0.4 -0.4 0.6
C -1.40570 -8.64229 4.75533 0.4 1.3 -0.7
C -2.68968 -8.43510 3.98789 -1.0 -0.4 -1.4
C -2.42087 -8.16103 2.46491 -0.2 0.2 0.3
N -3.66850 -7.80149 1.59611 -0.8 0.1 -0.7
C -4.61073 -9.03045 1.48554 0.2 0.3 1.3
C -5.01072 -9.17757 0.06715 -0.7 0.4 -1.3
C -4.67809 -7.79173 -0.62679 -0.1 -2.6 0.1
C -3.35620 -7.52479 0.10346 0.4 0.1 0.2
C -4.45860 -6.61227 2.13073 0.9 -0.1 0.8
H -0.63390 -10.44261 3.73319 -0.1 0.1 0.0
H -1.78554 -10.58182 5.09950 0.3 -0.9 0.0
H -0.08042 -10.19136 5.40340 0.0 -0.1 -0.1
H -0.69836 -7.96042 4.28328 0.4 0.2 0.6
H -1.58989 -8.34737 5.78839 0.3 0.1 0.0
H -3.33778 -7.68086 4.43421 0.2 0.3 -0.1
H -3.23519 -9.37568 4.06429 -0.4 0.0 -0.1
H -1.95287 -9.02970 2.00177 -0.5 -0.3 -0.1
H -1.64045 -7.41005 2.34213 -0.5 0.6 0.0
H -5.47652 -8.82262 2.11428 0.3 -0.1 0.2
H -4.08851 -9.91849 1.84158 0.0 0.3 0.2
H -6.05698 -9.47083 -0.01916 -0.1 0.2 0.0
H -4.46721 -10.00842 -0.38272 0.2 0.3 -0.3
H -5.53470 -7.11788 -0.61094 0.5 0.5 0.9
H -4.65039 -8.02616 -1.69092 0.9 0.2 0.0
H -2.83073 -6.59373 -0.10893 -0.5 0.4 0.7
H -2.57685 -8.26341 -0.08406 -0.4 -0.4 -0.6
H -5.13705 -6.08310 1.46155 0.4 -0.6 -0.7
H -3.67719 -5.91049 2.42228 -0.4 0.2 0.4
H -5.10119 -6.94228 2.94698 0.5 0.1 0.3
C 7.17296 4.70960 1.98433 -0.4 0.0 0.2
C 5.80558 5.02950 2.59547 -0.5 1.3 0.4
C 4.61581 4.92463 1.66517 -0.6 0.0 -2.0
C 4.76230 5.82692 0.40360 0.8 -1.0 -1.6
N 3.87126 5.45260 -0.82373 -2.0 1.5 -0.1
C 3.93425 6.53952 -1.97308 0.2 -0.2 0.8
C 2.50301 6.99923 -2.19100 -0.9 0.0 -0.8
C 1.61692 5.86766 -1.71212 -0.1 -0.7 -0.7
C 2.33125 5.50594 -0.45740 0.0 -1.8 -0.1
C 4.20198 4.09283 -1.43397 -0.9 0.6 1.5
H 7.26032 3.78115 1.42001 -0.4 -0.2 0.1
H 7.89983 4.63676 2.79331 0.2 0.3 -0.2
H 7.40542 5.50793 1.27954 0.5 0.0 0.2
H 5.79531 6.08289 2.87541 0.5 0.3 0.1
H 5.58122 4.58293 3.56416 0.1 -0.7 -0.3
H 3.63283 5.21275 2.03777 0.2 -0.2 0.9
H 4.53961 3.88795 1.33718 -0.1 -0.1 -0.1
H 5.72294 5.70964 -0.09792 0.4 0.0 0.5
H 4.66503 6.90545 0.52777 -0.5 -0.1 0.4
H 4.37776 6.07872 -2.85573 -0.1 -0.1 0.2
H 4.57456 7.36863 -1.67194 0.1 -0.2 0.2
H 2.28969 7.18641 -3.24340 0.3 0.4 0.1
H 2.23473 7.86715 -1.58864 0.4 0.2 -0.2
H 1.52116 5.03508 -2.40906 0.7 -0.1 -0.2
H 0.55593 6.05999 -1.55267 0.2 0.7 0.4
H 2.02826 4.50552 -0.14843 0.3 0.1 0.5
H 1.99409 6.25192 0.26227 1.2 0.0 0.5
H 5.26881 4.04417 -1.65214 -0.2 0.0 0.0
H 3.55259 3.90595 -2.28923 0.3 0.3 -0.1
H 3.87654 3.41797 -0.64229 0.6 -0.5 -0.3
C -3.34141 5.57668 6.53705 -0.6 1.1 0.4
C -4.62124 4.72201 6.92530 0.1 -0.8 -0.5
C -4.78978 4.55158 8.42353 0.7 0.7 1.6
C -5.23782 5.79888 9.19112 -0.4 0.3 -0.1
C -6.61371 6.20703 8.71971 0.3 0.5 -1.0
C -6.55114 6.58036 7.18401 -2.2 -0.7 1.2
N -5.84983 5.50035 6.39833 1.9 2.2 -7.9
O -5.90854 5.63318 4.97470 0.0 -1.2 9.0
C -5.86807 7.93791 6.93699 0.9 0.4 -0.4
C -8.00060 6.62163 6.62495 0.1 0.5 -0.1
C -4.62279 3.31955 6.26375 -0.2 1.1 -0.7
H -3.27144 5.93875 5.51133 -0.4 -0.6 -0.2
H -2.37284 5.15964 6.81281 -0.4 -0.8 0.1
H -3.37060 6.50578 7.10627 -0.1 0.0 0.2
H -3.81196 4.41447 8.88524 0.3 -0.8 -0.5
H -5.39846 3.67975 8.66337 -0.1 0.1 -0.1
H -4.50573 6.58715 9.01571 -0.1 0.2 -0.2
H -5.20320 5.72930 10.27834 -0.1 -0.7 -0.1
H -7.01807 7.07645 9.23807 0.2 0.3 -0.1
H -7.37139 5.44431 8.89933 0.2 -0.3 -0.2
H -6.39662 8.80720 7.32823 -1.0 -0.5 -0.2
H -5.70628 8.05868 5.86585 -0.1 0.2 0.0
H -4.92044 8.12430 7.44235 0.3 -0.8 -0.1
H -8.63967 5.77090 6.86150 0.6 -0.5 -0.2
H -7.91840 6.79257 5.55158 -0.4 0.0 0.1
H -8.56630 7.42461 7.09750 0.4 0.4 -0.1
H -4.67139 3.47512 5.18601 0.1 -0.2 0.0
H -5.52387 2.78086 6.55694 0.3 -0.2 0.2
H -3.69843 2.78712 6.48778 -0.2 0.0 0.3
C 9.68371 -3.68502 -0.09686 -0.4 1.6 0.2
C 9.41980 -4.82148 0.89902 1.2 0.4 -1.0
C 10.80135 -5.54390 1.05929 0.3 -0.5 1.5
C 11.00217 -6.35638 2.38407 1.2 0.9 -1.3
C 9.78176 -6.50043 3.20989 -1.1 -0.1 -1.0
C 8.97909 -5.15126 3.47351 0.7 -2.1 1.4
N 8.97786 -4.26714 2.24841 -5.3 5.5 -0.4
O 8.20307 -3.07247 2.23531 5.4 -7.9 0.5
C 9.65152 -4.51649 4.73999 -0.3 1.3 -0.3
C 7.45781 -5.64466 3.69388 0.4 2.0 0.3
C 8.26559 -5.69177 0.30275 -1.0 -0.9 1.3
H 9.76043 -4.00053 -1.13738 0.1 -0.5 0.3
H 10.56806 -3.09436 0.14216 0.4 -0.5 0.1
H 8.93941 -2.88885 -0.08203 -0.6 -0.4 0.0
H 11.63234 -4.83857 1.06684 -0.5 0.5 -0.2
H 11.05468 -6.17978 0.21101 -0.8 0.0 -0.2
H 11.75775 -5.86299 2.99543 0.1 0.3 -0.1
H 11.49253 -7.28527 2.09288 -0.4 -0.3 0.4
H 10.11678 -7.02010 4.10756 -0.7 0.5 0.5
H 9.08560 -7.15564 2.68630 0.0 -0.2 0.1
H 9.41563 -3.45879 4.85722 -0.4 0.0 0.0
H 10.74133 -4.52087 4.72040 0.0 -0.4 -0.5
H 9.37841 -5.00148 5.67716 -0.4 -0.3 -0.4
H 7.06472 -6.11689 2.79356 0.1 0.1 0.2
H 6.89087 -4.75648 3.97286 -0.2 0.1 -0.5
H 7.31446 -6.26297 4.58002 0.8 -0.4 -0.2
H 7.96740 -6.61261 0.80398 1.4 -0.6 0.3
H 8.47369 -5.97106 -0.73010 0.0 0.5 0.1
H 7.26357 -5.30950 0.49750 0.1 1.4 -0.9
C 4.67952 -2.01100 -8.33432 1.3 0.6 0.0
C 3.80169 -2.77413 -9.33316 -2.4 -1.2 0.9
C 2.47304 -1.94203 -9.52102 0.6 1.1 -1.2
C 2.71754 -0.78215 -10.51646 -0.9 1.5 0.2
C 3.10808 -1.23681 -11.88707 0.2 -2.3 0.9
C 4.49711 -1.95505 -11.77953 -0.7 0.0 -1.5
N 4.52835 -2.94724 -10.64154 5.5 -5.5 0.8
O 5.45507 -4.04397 -10.64280 -6.0 7.3 -0.5
C 5.49606 -0.81871 -11.53724 1.6 0.1 -0.1
C 4.78305 -2.66631 -13.10755 -0.1 -0.8 0.0
C 3.38931 -4.21832 -8.80955 0.6 -0.4 0.2
H 5.63461 -2.50011 -8.14280 -0.2 -0.4 0.1
H 4.17852 -1.76443 -7.39821 -0.3 -0.8 -0.1
H 4.97946 -1.01712 -8.66648 -0.2 0.0 -0.5
H 2.20084 -1.45025 -8.58713 0.2 -0.5 0.2
H 1.61065 -2.53456 -9.82645 0.3 -0.3 -0.1
H 3.36336 -0.04460 -10.03997 0.6 -0.2 -0.2
H 1.86254 -0.14019 -10.72851 -0.7 -0.4 0.7
H 3.07963 -0.58019 -12.75663 0.5 0.5 0.5
H 2.31895 -1.94541 -12.13859 0.1 -0.5 -0.2
H 5.67846 -0.47685 -10.51844 -0.4 -0.2 -0.1
H 5.20593 0.03635 -12.14782 -0.3 -0.1 0.1
H 6.46315 -1.10859 -11.94810 0.1 -0.2 0.2
H 5.57301 -3.41436 -13.04064 0.1 0.2 0.1
H 5.01254 -1.98525 -13.92706 0.2 0.3 0.4
H 3.88277 -3.18564 -13.43602 -0.1 -0.1 0.1
H 4.23872 -4.87862 -8.63462 0.2 0.3 -0.3
H 2.68378 -4.78352 -9.41854 0.2 0.5 -0.8
H 2.86750 -4.29956 -7.85602 0.1 1.3 0.3
P 3.45015 -0.37678 9.76486 1.9 -0.1 2.1
F 2.33054 -1.18387 8.89122 0.6 0.6 0.1
F 4.01398 -1.79153 10.32483 -0.5 -0.3 0.1
F 4.65546 -0.45347 8.67520 -1.3 -0.2 -2.1
F 4.64725 0.39321 10.59887 -0.9 0.6 0.9
F 2.86554 1.03102 9.22987 0.2 -0.2 -0.5
F 2.49305 -0.25132 11.08784 -0.1 -0.2 -0.9
```
Positions in Å, forces in eV/Å.

multiplicity: 1
frontier orbital gap: 1.17 eV
LUMO level: -10.02 eV
HOMO level: -11.2 eV
calculated total energy: -3883.46043 Ha
charge: +4